# 1
Formula: C38H53BClNO19P2
Source: OMol25
Level of theory: ωB97M-V/def2-TZVPD

Its structure (SMILES) is CP(C)N1C(=O)c2cc(P(O)Cl)cc(B(O)O)c2C1=O.O=C1CCCO1.O=C1CCCO1.O=C1CCCO1.O=C1CCCO1.O=C1CCCO1.O=C1CCCO1.O=C1CCCO1. The LUMO energy is -0.737 eV. Its charge is 0.

Geometry (Å):
C: -2.632297 -3.171615 2.431647
P: -3.750644 -1.808133 1.871439
C: -3.634695 -1.698963 0.033032
N: -3.308950 -0.261193 2.621466
C: -2.601349 0.672502 1.777802
O: -3.059302 1.590602 1.157844
C: -1.148222 0.239621 1.971262
C: -0.081038 0.206995 1.138883
C: 1.128140 -0.194071 1.704241
P: 2.499146 -0.727638 0.621006
O: 3.325200 -1.842662 1.515635
Cl: 1.648974 -1.893871 -0.892573
C: 1.236831 -0.192031 3.083190
C: 0.131623 -0.331963 3.907093
B: 0.218604 -0.608053 5.467440
O: -0.164070 -1.816819 5.983077
O: 0.649333 0.376732 6.316282
C: -1.094216 -0.195268 3.294320
C: -2.522995 -0.403227 3.809322
O: -2.907271 -0.608273 4.929926
H: -1.704454 -3.263692 1.849521
H: -3.186237 -4.102615 2.291875
H: -2.391451 -3.121245 3.496155
H: -2.767901 -2.268345 -0.323827
H: -4.536996 -2.109361 -0.417427
H: -3.524765 -0.682388 -0.356842
H: -0.191052 0.451210 0.085803
H: 2.739230 -2.097227 2.246719
H: 2.221311 -0.046322 3.523277
H: -0.659762 -2.291511 5.307599
H: 0.110713 0.265415 7.112182
O: 3.075726 4.661617 4.918413
C: 2.601790 4.563143 6.012952
C: 1.716232 3.444268 6.522399
C: 1.122074 4.051688 7.789153
C: 2.216586 5.010202 8.223598
O: 2.834164 5.460023 7.003465
H: 2.336144 2.573539 6.738769
H: 0.950774 3.192579 5.794621
H: 0.862861 3.321883 8.550532
H: 0.220632 4.608401 7.541488
H: 2.978226 4.522646 8.837217
H: 1.824279 5.867569 8.767025
O: 0.753467 -5.322014 -2.172760
C: 1.440636 -5.257677 -3.150443
C: 2.739389 -4.490976 -3.300423
C: 2.920508 -4.458760 -4.815330
C: 2.221233 -5.737748 -5.249492
O: 1.159106 -5.923608 -4.294817
H: 3.537911 -5.046240 -2.806069
H: 2.653207 -3.492929 -2.879990
H: 3.959578 -4.407137 -5.135858
H: 2.398722 -3.592951 -5.228249
H: 2.879256 -6.607689 -5.209322
H: 1.801318 -5.664057 -6.248450
O: 0.474021 0.742230 -2.075591
C: 0.186650 0.557458 -3.223796
C: 0.821530 1.218355 -4.429278
C: -0.187007 0.909149 -5.529988
C: -0.788115 -0.402014 -5.056065
O: -0.751906 -0.330404 -3.616161
H: 1.790566 0.753220 -4.617536
H: 0.941605 2.286302 -4.267772
H: 0.250194 0.845605 -6.524483
H: -0.956733 1.683177 -5.549845
H: -0.204209 -1.267410 -5.375824
H: -1.815183 -0.532169 -5.387407
O: -1.253839 4.187284 9.700324
C: -1.873340 5.198528 9.551048
C: -2.962674 5.739962 10.454546
C: -3.624477 6.792238 9.569897
C: -2.472204 7.229630 8.679612
O: -1.649117 6.059401 8.527136
H: -2.499411 6.180536 11.338598
H: -3.653409 4.952559 10.742144
H: -4.077122 7.614168 10.121335
H: -4.403230 6.325000 8.964983
H: -1.870590 8.019168 9.135201
H: -2.807070 7.564516 7.700690
O: 4.035435 5.439007 -1.873527
C: 3.418537 4.656642 -1.211656
C: 2.756524 4.922042 0.126920
C: 2.491813 3.511817 0.644262
C: 2.322641 2.726415 -0.646687
O: 3.182344 3.380964 -1.601267
H: 1.831578 5.475630 -0.042261
H: 3.418086 5.481833 0.781996
H: 1.632231 3.437215 1.308871
H: 3.367731 3.150406 1.187322
H: 1.300804 2.758546 -1.022731
H: 2.625269 1.684426 -0.539107
O: -0.557649 -0.163755 -9.185993
C: -0.842106 0.992315 -9.284660
C: -0.096588 2.030943 -10.099136
C: -0.644348 3.337668 -9.539157
C: -2.039627 2.931992 -9.096769
O: -1.928567 1.553727 -8.692738
H: -0.349005 1.899190 -11.152191
H: 0.975964 1.942006 -9.951536
H: -0.641321 4.160958 -10.250981
H: -0.054489 3.641803 -8.672481
H: -2.767760 2.996509 -9.908145
H: -2.395228 3.524486 -8.256646
O: 0.536527 -8.233103 -6.331802
C: -0.056583 -9.004631 -5.638162
C: -0.673069 -8.719104 -4.283692
C: -0.917660 -10.122722 -3.738461
C: -1.127872 -10.926994 -5.011594
O: -0.304925 -10.288378 -6.002040
H: -1.603124 -8.168266 -4.429963
H: 0.008054 -8.148091 -3.660774
H: -1.754127 -10.189326 -3.044970
H: -0.023883 -10.475605 -3.220859
H: -2.165151 -10.900427 -5.353627
H: -0.820643 -11.964990 -4.903324

Atomic forces in eV per Å
1.15 0.37 -0.74
-3.15 -1.09 0.81
1.27 0.28 -0.09
-0.95 0.61 0.01
1.37 -0.66 -0.48
0.11 -0.93 0.33
-1.71 0.80 0.61
0.19 0.04 -0.78
-0.18 -0.51 -0.74
1.88 0.76 -0.91
-1.32 0.70 0.27
-0.39 0.02 0.83
1.06 -0.24 0.40
-0.17 0.25 0.92
0.13 0.09 -0.08
-0.18 0.36 -0.29
-0.62 -0.18 -0.16
-0.35 0.02 0.17
1.17 0.47 -0.43
0.21 -0.23 -0.83
0.01 0.03 0.23
-0.19 0.23 -0.08
-0.15 0.20 -0.07
-0.11 0.09 -0.06
-0.04 -0.07 0.33
-0.02 -0.02 0.21
0.14 -0.20 -0.02
0.30 -0.49 0.08
0.06 -0.70 0.06
0.02 -0.33 0.18
0.52 0.08 0.38
0.07 0.27 -0.02
0.08 -0.41 -0.14
-0.25 0.46 0.35
0.03 -0.27 -0.16
-0.13 -0.05 0.20
-0.03 0.02 -0.07
-0.02 -0.04 -0.15
0.22 -0.18 -0.15
0.01 0.07 0.05
0.00 0.00 0.06
0.02 0.00 -0.04
0.13 0.11 -0.11
-0.25 -0.12 -0.09
0.27 0.00 0.32
-0.08 0.21 -0.61
0.14 0.06 0.09
0.14 0.08 -0.24
-0.01 0.11 0.07
-0.05 0.04 0.12
0.05 -0.16 0.28
-0.02 -0.07 -0.02
0.00 -0.02 -0.02
-0.03 -0.01 0.02
-0.19 -0.18 0.09
-0.38 -0.01 0.13
0.41 0.01 -0.06
-0.49 0.03 -0.29
0.15 0.18 -0.15
-0.07 -0.03 -0.29
0.02 0.10 0.07
0.05 0.06 0.10
0.25 -0.06 0.18
-0.04 -0.12 0.01
-0.02 -0.04 -0.02
0.02 0.01 0.04
-0.03 -0.08 0.19
0.00 0.00 -0.16
0.05 -0.08 0.46
-0.35 0.24 -0.43
-0.12 0.00 0.16
-0.15 0.21 -0.03
-0.04 -0.06 0.01
0.02 -0.11 0.04
0.20 -0.10 0.18
0.07 0.04 -0.03
0.02 0.03 -0.01
0.02 -0.03 0.02
0.17 -0.10 -0.08
0.12 -0.15 -0.18
-0.18 0.36 0.04
0.14 -0.53 0.25
-0.01 0.06 0.12
-0.09 -0.09 0.28
0.06 0.04 0.03
0.06 0.09 -0.02
-0.07 0.23 -0.14
-0.02 -0.03 -0.05
-0.03 0.00 0.01
0.01 0.01 -0.02
0.04 0.19 -0.29
-0.20 -0.09 0.36
0.19 -0.13 -0.46
-0.09 0.47 0.37
0.15 0.09 -0.11
-0.10 0.23 0.02
0.20 -0.01 -0.01
0.08 -0.10 0.00
0.00 -0.25 -0.18
-0.08 -0.01 0.01
-0.03 0.01 0.00
0.01 -0.04 0.00
-0.10 -0.18 0.07
0.19 -0.20 -0.24
-0.22 0.44 0.09
0.15 -0.58 0.26
-0.08 0.10 0.13
-0.09 -0.14 0.16
0.07 0.02 0.03
0.07 0.11 -0.01
-0.10 0.28 -0.17
-0.03 -0.03 -0.06
-0.02 -0.02 -0.01
0.01 0.03 -0.01
0.07 0.02 -0.20

***

# 2
Formula: C33H25GeN2O3Ru
Source: OMol25
Level of theory: ωB97M-V/def2-TZVPD

Its relative energy (zero: lowest compared OMol25 entry of this formula, charge and spin) is 0.0 kcal/mol. The LUMO energy (spin up / spin down) is 2.649 / 2.649 eV. Its charge is -1.

Geometry (Å):
Ru: -0.118083 0.823610 -1.094300
O: 3.752198 4.726242 -2.073539
C: 4.460737 3.593430 -1.938539
C: 5.851551 3.674532 -2.037069
C: 6.632726 2.541875 -1.911023
C: 6.045071 1.300379 -1.684293
C: 4.667196 1.218146 -1.586101
C: 3.857541 2.345428 -1.706105
C: 2.381897 2.190390 -1.570684
O: 1.927570 1.013670 -1.346452
N: 1.659827 3.273634 -1.709030
N: 0.299552 3.044149 -1.433428
C: -0.490704 3.275320 -2.418891
C: -1.945594 3.254658 -2.319869
C: -2.645464 4.184467 -3.097345
C: -4.011466 4.340683 -2.991752
C: -4.699211 3.526789 -2.080375
C: -4.044346 2.577611 -1.332920
C: -2.646910 2.369836 -1.457073
O: -2.097970 1.395809 -0.811152
H: 2.792159 4.471505 -1.978843
H: 6.292197 4.647201 -2.214440
H: 7.709992 2.627006 -1.991469
H: 6.654305 0.411599 -1.586671
H: 4.173704 0.271426 -1.410819
H: -0.054553 3.616017 -3.362846
H: -2.078441 4.809960 -3.779951
H: -4.534524 5.074482 -3.589642
H: -5.773067 3.635255 -1.972199
H: -4.577769 1.927462 -0.650688
C: -0.317751 -0.749151 -0.606583
Ge: -0.656344 -1.978526 0.862540
C: 0.542793 -1.375801 2.269803
C: 1.681238 -0.635090 1.939887
C: 2.561644 -0.227091 2.933695
C: 2.314795 -0.551077 4.261334
C: 1.185225 -1.282148 4.599934
C: 0.305623 -1.692773 3.606535
C: -2.495362 -1.637546 1.378840
C: -2.787983 -0.549717 2.199387
C: -4.104875 -0.219359 2.490548
C: -5.143608 -0.970759 1.960486
C: -4.866380 -2.050524 1.133343
C: -3.549083 -2.380133 0.843091
C: -0.385580 -3.868351 0.481210
C: -1.100359 -4.840381 1.184842
C: -0.873077 -6.192115 0.959366
C: 0.073615 -6.588665 0.024957
C: 0.789829 -5.633488 -0.682572
C: 0.561087 -4.282532 -0.454997
H: 1.856434 -0.347448 0.909376
H: 3.435486 0.356202 2.670886
H: 3.000279 -0.225581 5.034474
H: 0.989408 -1.527237 5.636792
H: -0.580663 -2.256723 3.879314
H: -1.982362 0.059981 2.591313
H: -4.321288 0.636332 3.117867
H: -6.170962 -0.708296 2.181603
H: -5.676780 -2.629110 0.706994
H: -3.340625 -3.215731 0.184451
H: -1.844624 -4.538182 1.912895
H: -1.434234 -6.936172 1.511262
H: 0.250931 -7.642008 -0.153449
H: 1.525777 -5.941923 -1.414504
H: 1.117654 -3.541463 -1.017440

Atomic forces in eV per Å
-0.19 0.37 0.44
0.10 0.03 -0.02
-0.01 0.01 -0.01
-0.02 0.01 0.00
-0.01 -0.03 0.00
-0.01 0.04 -0.01
-0.01 0.01 0.01
0.00 -0.04 0.00
0.12 -0.07 0.00
-0.07 0.08 0.06
-0.29 -0.11 0.09
0.44 -0.85 -0.39
-0.33 0.50 -0.06
0.06 -0.06 -0.17
-0.03 -0.04 -0.01
0.02 -0.06 0.05
0.00 0.03 -0.03
-0.05 0.02 -0.04
0.08 -0.06 0.14
0.21 0.02 -0.21
-0.04 0.00 0.03
0.00 0.00 0.00
0.00 0.00 0.00
0.01 0.00 0.00
0.01 -0.01 0.00
-0.04 0.21 0.11
-0.01 0.01 0.00
-0.01 0.00 0.00
0.00 0.00 0.00
-0.01 -0.01 0.01
0.17 -0.13 0.09
-0.03 0.31 -0.22
0.21 -0.01 0.06
-0.12 -0.03 0.13
-0.01 -0.01 0.01
0.04 0.02 -0.02
-0.02 -0.01 -0.02
0.03 0.01 -0.03
-0.19 -0.11 0.03
-0.07 -0.01 -0.05
0.03 0.01 -0.01
-0.01 -0.01 -0.01
0.03 -0.01 0.00
0.01 0.09 0.09
-0.05 -0.16 0.02
0.11 0.00 -0.08
0.01 0.04 0.00
-0.01 0.00 0.01
-0.01 0.03 0.01
-0.05 -0.02 0.01
0.03 0.01 -0.01
0.00 0.00 -0.01
0.00 0.00 0.00
-0.01 -0.01 0.00
0.00 -0.01 0.01
0.00 0.00 0.02
0.01 0.00 0.00
0.00 0.00 0.00
0.00 0.00 0.00
-0.01 -0.01 -0.01
-0.02 -0.01 0.02
-0.01 0.00 0.01
0.00 -0.01 0.00
0.01 0.01 -0.01
0.01 0.01 -0.01

***

# 3
Formula: C21H14Cl2F5NO4RbSe
Source: OMol25
Level of theory: ωB97M-V/def2-TZVPD

Its relative energy (zero: lowest compared OMol25 entry of this formula, charge and spin) is 0.0 kcal/mol. The LUMO energy is 1.981 eV. Its charge is -1.

Geometry (Å):
Rb: 0.527901 1.315913 -0.937895
O: -2.150767 4.244649 2.585909
C: -1.113179 3.774857 1.860860
O: -0.891972 4.141279 0.742203
C: -0.293903 2.787556 2.621064
C: -0.407228 2.632104 3.994489
C: 0.415507 1.707301 4.618615
C: 1.259048 0.936349 3.846712
C: 1.276744 1.154229 2.471843
N: 0.552419 2.090579 1.881110
C: 2.186261 0.350134 1.568195
O: 2.389699 -0.906465 1.916533
O: 2.712651 0.860632 0.606838
H: -2.633856 4.851529 2.008993
H: -1.113255 3.226609 4.555213
H: 0.369743 1.573044 5.691767
H: 1.885981 0.168406 4.277847
H: 1.563407 -1.320561 2.322053
Cl: -2.058489 2.821161 -2.150932
C: -1.189903 3.058047 -3.658586
Cl: 0.513456 3.521403 -3.390485
H: -1.652625 3.873325 -4.199281
H: -1.174091 2.127993 -4.213090
C: -2.480118 0.600904 0.418934
C: -1.742657 -0.332338 1.106038
C: -1.658056 -0.378034 2.549593
C: -0.881141 -1.292636 3.208342
C: -0.074886 -2.231590 2.526900
C: -0.201769 -2.258133 1.117186
C: -0.972357 -1.357573 0.427815
H: -3.089700 1.329118 0.946858
H: -2.610105 0.502998 -0.652424
H: -2.261431 0.322647 3.121189
H: -0.883523 -1.285791 4.296165
H: 0.401449 -3.048778 3.056266
H: 0.340609 -3.007079 0.547319
H: -1.049920 -1.426374 -0.654420
F: 2.994348 -5.149654 -4.518584
C: 2.197432 -4.076903 -4.387486
C: 2.371566 -3.198899 -3.336394
F: 3.344846 -3.423769 -2.442400
C: 1.546636 -2.096588 -3.219516
F: 1.786069 -1.283221 -2.179746
C: 0.523934 -1.811789 -4.120157
Se: -0.604222 -0.301013 -3.940114
C: 0.381758 -2.723232 -5.164697
F: -0.566200 -2.546936 -6.093266
C: 1.194506 -3.833132 -5.303980
F: 1.019373 -4.682292 -6.329403

Atomic forces in eV per Å
-0.36 -0.26 -0.34
-0.04 -0.03 0.15
-0.17 0.13 -0.11
0.08 0.02 -0.11
0.04 -0.10 0.10
-0.01 0.00 0.08
-0.05 0.05 0.07
0.05 -0.07 -0.05
0.07 -0.03 0.12
0.16 -0.12 -0.07
0.02 0.04 0.06
0.18 0.09 -0.03
0.27 -0.10 0.27
0.00 0.02 -0.07
-0.01 0.01 -0.02
0.01 -0.01 -0.01
-0.01 0.01 0.01
-0.08 -0.03 0.02
-0.18 0.11 0.01
0.14 0.24 -0.16
-0.06 0.13 -0.07
-0.03 -0.02 -0.07
-0.02 -0.03 -0.07
0.07 -0.06 0.13
-0.08 0.08 -0.08
0.01 -0.05 0.06
-0.05 0.06 -0.04
-0.09 -0.07 -0.02
-0.07 0.03 -0.12
0.11 -0.02 0.22
0.01 -0.05 -0.03
0.00 0.04 0.03
0.01 -0.02 -0.03
0.01 -0.02 -0.02
0.01 0.02 0.00
0.02 0.00 0.04
0.03 0.01 0.01
0.01 -0.03 0.00
0.05 -0.05 0.01
0.00 0.01 0.00
0.03 -0.01 0.02
0.01 -0.09 -0.10
-0.01 0.15 0.15
-0.09 0.18 0.01
0.03 -0.13 0.10
0.06 -0.02 0.05
-0.03 -0.02 -0.04
-0.07 0.04 -0.04
0.00 -0.03 -0.03

***

# 4
Formula: C17H23N3O2S
Source: OMol25
Level of theory: ωB97M-V/def2-TZVPD

Its structure (SMILES) is CCC(CC)c1nnc(NC(=O)CCc2ccc(OC)cc2)s1. Its relative energy (zero: lowest compared OMol25 entry of this formula, charge and spin) is 54.7 kcal/mol. The LUMO energy is 0.427 eV. Its charge is 0.

Geometry (Å):
C: -4.436266 -2.199987 -1.033386
C: -2.953497 -1.853519 -1.082613
C: -2.452594 -1.233505 0.229987
C: -2.898917 0.234593 0.378660
C: -3.063288 0.662402 1.831239
C: -0.971150 -1.346712 0.300311
N: -0.227949 -1.829332 -0.621801
N: 1.068276 -1.869112 -0.349119
C: 1.370814 -1.405755 0.812910
N: 2.607127 -1.321558 1.376440
C: 3.873018 -1.417232 0.818084
O: 4.824749 -1.336149 1.556847
C: 3.964648 -1.548636 -0.674594
C: 4.094107 -0.138731 -1.292699
C: 2.874214 0.687860 -1.004432
C: 2.810026 1.487851 0.125810
C: 1.662193 2.193814 0.447503
C: 0.546915 2.108143 -0.375967
O: -0.640674 2.744998 -0.153954
C: -0.759048 3.566030 0.981474
C: 0.607502 1.314973 -1.522506
C: 1.755004 0.616539 -1.827677
S: -0.039719 -0.849481 1.718085
H: -4.633178 -2.922817 -0.244281
H: -5.047416 -1.319523 -0.849546
H: -4.747752 -2.635128 -1.979604
H: -2.380979 -2.759807 -1.280700
H: -2.754943 -1.158200 -1.898910
H: -2.869791 -1.806860 1.068093
H: -2.178975 0.885610 -0.119524
H: -3.855985 0.356708 -0.128991
H: -2.129760 0.558847 2.380412
H: -3.818371 0.054237 2.326048
H: -3.373232 1.703443 1.882190
H: 2.623039 -1.116702 2.369570
H: 4.863909 -2.120212 -0.907041
H: 3.082890 -2.047456 -1.070945
H: 4.981926 0.345368 -0.881023
H: 4.224752 -0.250069 -2.369947
H: 3.669426 1.559692 0.778033
H: 1.651714 2.799762 1.339922
H: -0.040195 4.391204 0.957720
H: -0.627695 2.994488 1.906109
H: -1.769839 3.969602 0.948673
H: -0.264016 1.255748 -2.155403
H: 1.778976 -0.005410 -2.709444

Atomic forces in eV per Å
0.21 0.12 -0.03
-0.11 -0.17 0.24
-0.31 0.10 -0.29
-0.06 -0.15 0.15
0.01 0.03 -0.24
0.25 0.20 0.88
-1.28 -0.12 -0.67
1.53 -0.27 0.24
-1.25 0.18 0.26
0.25 0.02 0.80
-0.10 -0.19 -0.21
0.28 0.07 0.08
0.29 -0.01 -0.21
-0.09 -0.13 0.10
0.17 0.26 -0.09
0.05 -0.05 -0.25
-0.30 0.22 0.14
0.09 -0.09 -0.10
0.11 -0.18 -0.27
-0.01 0.12 0.16
-0.14 0.14 0.10
0.02 0.22 0.13
0.33 -0.37 -0.76
-0.07 -0.08 0.07
-0.14 0.06 0.02
-0.10 -0.04 -0.06
0.00 0.07 -0.09
0.10 0.00 -0.07
-0.02 -0.01 -0.04
-0.04 -0.02 -0.08
-0.02 0.02 -0.06
0.03 0.07 0.15
-0.06 -0.04 0.09
-0.02 0.11 0.11
0.15 -0.07 -0.22
-0.04 -0.02 0.12
0.17 0.00 -0.02
0.02 -0.01 -0.08
0.07 0.02 0.02
0.11 0.01 0.06
-0.04 0.08 0.07
-0.02 -0.04 0.02
0.01 0.02 -0.01
0.07 0.01 0.06
-0.12 0.00 -0.09
-0.01 -0.11 -0.11

***

Number 1: calculated total energy -4132.06807 hartree. Number 2: calculated total energy -3779.54958 hartree. Number 3: calculated total energy -5009.67236 hartree. Number 4: calculated total energy -1374.52916 hartree.